# 1
Here is one molecule with the formula C21H28N2O from the OMol25 dataset. Energies are from the ωB97M-V functional and the def2-TZVPD basis.

```
52
Properties=species:S:1:pos:R:3
C -1.453 -2.198 -2.095
C -2.539 -1.193 -2.463
C -2.530 0.100 -1.628
N -2.788 -0.004 -0.202
C -3.966 -0.759 0.183
C -5.260 -0.109 -0.312
C -5.410 1.322 0.190
C -1.602 -0.238 0.606
C -1.058 1.119 1.085
O -2.023 1.782 1.864
C 0.219 0.956 1.927
N 1.315 0.479 1.134
C 1.694 -0.834 0.973
C 1.246 -1.978 1.621
C 1.810 -3.188 1.267
C 2.801 -3.273 0.292
C 3.257 -2.141 -0.353
C 2.705 -0.913 -0.015
C 2.927 0.428 -0.476
C 3.778 0.988 -1.421
C 3.731 2.352 -1.627
C 2.851 3.156 -0.904
C 1.996 2.623 0.041
C 2.038 1.252 0.254
H -1.607 -2.600 -1.096
H -1.466 -3.031 -2.796
H -0.468 -1.737 -2.136
H -2.405 -0.895 -3.506
H -3.517 -1.672 -2.387
H -3.282 0.774 -2.053
H -1.558 0.587 -1.744
H -3.932 -1.805 -0.164
H -3.996 -0.779 1.276
H -6.097 -0.712 0.046
H -5.290 -0.119 -1.402
H -4.597 1.941 -0.180
H -5.402 1.349 1.278
H -6.350 1.749 -0.155
H -1.864 -0.829 1.487
H -0.817 -0.768 0.061
H -0.814 1.732 0.200
H -2.868 1.652 1.410
H 0.028 0.261 2.746
H 0.471 1.928 2.359
H 0.480 -1.932 2.380
H 1.474 -4.090 1.758
H 3.215 -4.238 0.042
H 4.028 -2.205 -1.107
H 4.460 0.365 -1.979
H 4.383 2.808 -2.357
H 2.837 4.220 -1.088
H 1.319 3.258 0.592
```

The HOMO-LUMO gap is 8.619 eV. Its total energy is -1001.783668 Eh. As for the charge: 0. The molar mass is 324.47 g/mol. For the energy above the lowest of the compared OMol25 structures with the same formula, charge and spin, the calculation gives 12.0 kcal/mol. The maximum force is 0.0138 hartree/bohr. The calculation puts the HOMO energy at -0.28713 Ha.

# 2
Here is C14H17KN2O3S as an isolated structure at a distorted geometry from the OMol25 dataset. Energies are from the ωB97M-V functional and the def2-TZVPD basis.

```
38
Properties=species:S:1:pos:R:3
K -1.778 2.388 -2.125
C 4.381 -3.450 -1.168
C 3.529 -2.218 -1.119
C 3.924 -1.101 -0.390
C 3.154 0.052 -0.363
C 1.961 0.106 -1.068
C 1.555 -1.001 -1.799
C 2.330 -2.146 -1.823
S 0.926 1.570 -0.998
O 0.597 1.856 -2.388
O 1.735 2.552 -0.306
N -0.397 1.164 -0.295
C -0.623 1.272 1.055
C 0.362 1.193 2.051
C -0.015 1.265 3.375
C -1.356 1.415 3.705
C -2.261 1.497 2.665
N -1.922 1.430 1.379
H 4.830 -3.665 -0.198
H 5.196 -3.332 -1.885
H 3.804 -4.326 -1.464
H 4.854 -1.130 0.165
H 3.475 0.923 0.192
H 0.628 -0.979 -2.357
H 2.000 -3.004 -2.397
H 1.399 1.085 1.774
H 0.742 1.200 4.146
H -1.695 1.474 4.729
H -3.320 1.622 2.867
C -4.105 -0.603 -0.500
C -4.627 0.720 -1.017
O -3.792 1.809 -0.687
H -4.763 -1.414 -0.817
H -4.053 -0.618 0.590
H -3.100 -0.810 -0.871
H -5.646 0.898 -0.653
H -4.694 0.688 -2.112
H -3.234 1.617 0.108
```

The HOMO-LUMO gap is 7.896 eV. Its total energy is -1877.079679 Eh. As for the charge: 0. The molar mass is 332.47 g/mol. For the energy above the lowest of the compared OMol25 structures with the same formula, charge and spin, the calculation gives 0.0 kcal/mol. The maximum force is 0.0380 hartree/bohr. The calculation puts the HOMO energy at -0.29389 Ha.

# 3
Here is one molecule with the formula C4H4FN at a distorted geometry from the OMol25 dataset. Energies are from the ωB97M-V functional and the def2-TZVPD basis.

```
10
Properties=species:S:1:pos:R:3
C -0.472 -1.551 0.126
C 0.947 -0.314 -0.066
C 2.492 0.432 -0.183
C -0.580 -0.099 -0.198
N 0.803 -1.621 0.370
F 3.539 -0.369 0.057
H -1.348 -2.307 0.358
H 2.625 1.540 -0.290
H -0.929 0.280 -1.152
H -0.825 0.377 0.799
```

The HOMO-LUMO gap (spin up / spin down) is 8.559 / 8.344 eV. Its total energy is -309.239843 Eh. As for the charge: 0. The molar mass is 85.08 g/mol. For the energy above the lowest of the compared OMol25 structures with the same formula, charge and spin, the calculation gives 114.2 kcal/mol. The maximum force is 0.1445 hartree/bohr. The calculation puts the HOMO energy (spin up / spin down) at -0.30898 / -0.29684 Ha.

# 4
Here is a 2-piece molecular cluster, C7H9NO2 overall at a distorted geometry from the OMol25 dataset. Energies are from the ωB97M-V functional and the def2-TZVPD basis.

```
19
Properties=species:S:1:pos:R:3
C 0.427 -0.752 -0.078
C 1.373 -1.516 -0.722
C 1.228 -2.797 -0.615
N 0.511 -3.384 0.325
C -0.199 -2.476 1.138
C -0.466 -1.204 0.873
H 0.457 0.337 -0.294
H 1.983 -1.017 -1.567
H 1.883 -3.443 -1.327
H -0.617 -3.114 1.994
H -0.949 -0.698 1.815
C 0.422 2.958 0.690
C -0.811 2.601 -0.198
O -1.974 2.455 0.181
O -0.444 2.497 -1.441
H 0.196 2.664 1.775
H 1.239 2.286 0.382
H 0.814 3.948 0.543
H -1.090 2.222 -2.042
```

The HOMO-LUMO gap is 10.347 eV. Its total energy is -477.307125 Eh. As for the charge: 0. The molar mass is 139.15 g/mol. For the energy above the lowest of the compared OMol25 structures with the same formula, charge and spin, the calculation gives 53.2 kcal/mol. The maximum force is 0.1426 hartree/bohr. The calculation puts the HOMO energy at -0.36076 Ha.

# 5
Here is C4H3Br2Cl as an isolated structure at a distorted geometry from the OMol25 dataset. Energies are from the ωB97M-V functional and the def2-TZVPD basis.

```
10
Properties=species:S:1:pos:R:3
C 0.270 -0.121 0.272
C -1.007 0.173 -0.016
C -2.093 -0.663 0.049
C -3.764 -0.024 -0.289
Cl -2.007 -2.332 -0.058
Br -5.214 -1.038 0.006
Br -3.761 1.815 -0.158
H 1.148 0.384 -0.107
H 0.671 -1.012 0.839
H -1.089 1.298 -0.342
```

The HOMO-LUMO gap (spin up / spin down) is 7.473 / 7.480 eV. Its total energy is -5762.270711 Eh. As for the charge: 0. The molar mass is 246.33 g/mol. The maximum force is 0.1296 hartree/bohr. The calculation puts the HOMO energy (spin up / spin down) at -0.30033 / -0.29522 Ha.

# 6
Here is an isolated ion of composition C3H3N4O3S and charge -1 at a distorted geometry from the OMol25 dataset. Energies are from the ωB97M-V functional and the def2-TZVPD basis.

```
14
Properties=species:S:1:pos:R:3
C -0.772 -1.592 0.480
C 1.275 -0.302 0.636
C 1.677 1.106 0.287
N 0.308 -2.333 0.630
N 1.395 -1.522 0.671
N -0.894 -0.338 0.615
N 1.598 1.297 -1.005
O -1.967 0.983 -1.217
O 2.118 1.942 1.026
O -3.339 -0.546 0.161
S -2.351 0.553 0.158
H -1.763 -2.074 0.402
H 1.073 0.623 -1.476
H 1.642 2.203 -1.367
```

The HOMO-LUMO gap is 7.668 eV. Its total energy is -959.016832 Eh. As for the charge: -1. The molar mass is 175.15 g/mol. For the energy above the lowest of the compared OMol25 structures with the same formula, charge and spin, the calculation gives 79.5 kcal/mol. The maximum force is 0.0886 hartree/bohr. The calculation puts the HOMO energy at -0.16856 Ha.